1.
9
Properties=species:S:1:pos:R:3:forces:R:3 method="wB97M-V/def2-TZVPD" fmax_ha_per_bohr=0.123 homo_energy_ev="-16.017 / -16.017" homo_lumo_gap_ev="9.2869 / 9.2882" total_energy_ha=-684.93002 charge=+1
C 0.02969 0.85438 1.17612 -0.108 0.671 1.408
N -0.01956 -1.12417 -1.09035 2.574 -3.989 -1.854
N -0.40180 0.04226 -0.84559 -0.046 2.887 5.655
O -1.11025 0.65423 -1.52145 -0.934 1.038 -2.132
Cl 1.04493 -2.00671 -0.05108 -0.602 0.773 -0.319
H 0.82859 1.60523 0.93482 -0.379 -1.491 -0.397
H 0.22555 -0.09986 1.75203 0.055 1.156 -1.281
H -0.77785 1.49103 1.72957 0.389 -1.554 -2.005
H 0.18070 -1.41640 -2.08406 -0.948 0.509 0.924

2.
9
Properties=species:S:1:pos:R:3:forces:R:3 method="wB97M-V/def2-TZVPD" fmax_ha_per_bohr=0.045 homo_energy_ev="-14.084 / -13.972" homo_lumo_gap_ev="6.1168 / 5.9843" total_energy_ha=-1008.00051 charge=+1
C -0.91802 -0.24763 0.46173 -1.249 0.480 -1.074
N -0.66030 0.17869 -0.73886 0.527 0.955 -1.476
N -0.07134 -1.10558 1.00011 -1.058 0.479 2.020
S -3.51473 1.06516 0.11180 1.916 0.147 0.927
Cl -4.24457 -0.64030 -0.20082 -1.010 -1.169 -0.392
H 0.25262 -0.07616 -1.18210 -1.173 0.374 0.080
H -1.31123 0.82278 -1.23662 1.202 -0.853 0.613
H 0.90972 -1.01153 0.75088 0.025 -0.406 0.208
H -0.32712 -1.37356 1.96670 0.819 -0.007 -0.905

3.
8
Properties=species:S:1:pos:R:3:forces:R:3 method="wB97M-V/def2-TZVPD" fmax_ha_per_bohr=0.055 homo_energy_ev="-10.879 / -10.653" homo_lumo_gap_ev="10.0346 / 8.4689" total_energy_ha=-630.52741
C -1.03363 -0.05781 -0.88189 0.968 -2.634 -0.347
N 1.24864 0.41827 0.97781 -0.848 0.860 -0.304
O -0.67212 0.80695 -0.01360 1.659 1.685 1.279
Cl 0.18070 -0.51279 -2.28378 -0.779 0.673 0.658
H -1.97237 0.26783 -1.22311 -1.368 0.855 -1.431
H -1.27331 -1.05018 -0.50575 0.332 -0.459 0.265
H 0.71870 -0.16952 1.60129 -0.283 -0.474 0.508
H 1.44581 -0.16129 0.17918 0.318 -0.507 -0.627

4.
8
Properties=species:S:1:pos:R:3:forces:R:3 method="wB97M-V/def2-TZVPD" fmax_ha_per_bohr=0.128 homo_energy_ev=-10.154 smiles=N[C@@H](O)Cl homo_lumo_gap_ev=10.9811 total_energy_ha=-630.66111
C 0.48181 0.35693 -0.35422 0.213 -0.874 -6.534
N -0.53816 -0.54840 0.05780 0.031 -1.669 0.843
O 0.23679 1.61339 0.01660 0.445 0.977 0.307
Cl 2.21523 -0.16952 0.03662 -0.385 -0.034 0.483
H 0.59855 0.50820 -1.58740 -0.693 -1.139 3.202
H -0.92734 -1.32222 -0.56221 1.409 1.715 0.942
H -0.27558 -0.92888 0.99528 -0.566 0.140 -1.189
H 0.16577 1.51162 0.94584 -0.454 0.883 1.946

5.
9
Properties=species:S:1:pos:R:3:forces:R:3 method="wB97M-V/def2-TZVPD" fmax_ha_per_bohr=0.065 homo_energy_ev=-8.942 homo_lumo_gap_ev=9.5018 total_energy_ha=-1028.80492
C -1.11017 -0.85936 -0.19632 3.279 -0.404 0.638
N 0.68475 1.38279 -0.09254 -0.844 0.036 3.041
O 1.74207 -0.96984 0.27181 0.232 0.380 0.018
S 0.68570 -0.08045 0.77716 -2.531 -1.899 -1.112
Cl -2.36104 -0.06313 0.63731 -1.154 1.187 -0.209
H -1.27087 -1.91703 0.09305 0.928 0.524 -0.598
H -0.78977 -0.68425 -1.27364 -1.184 0.092 1.358
H 1.13145 2.00172 0.61018 -0.266 0.019 -1.079
H 1.28788 1.18955 -0.82699 1.541 0.065 -2.058

6.
9
Properties=species:S:1:pos:R:3:forces:R:3 method="wB97M-V/def2-TZVPD" fmax_ha_per_bohr=0.077 homo_energy_ev=-8.713 smiles="C/P=N/PCl" homo_lumo_gap_ev=8.3572 total_energy_ha=-1238.11876
C 1.87889 0.18166 -0.52468 -2.645 0.905 -0.765
N -0.60122 -0.21566 0.19804 -3.817 -0.191 0.774
P 0.54776 -1.20488 -0.08617 1.724 1.373 -0.506
P -2.42038 -0.72041 0.47840 2.775 -0.399 -2.819
Cl -3.28720 1.04288 -0.01028 -0.193 0.440 -0.062
H 1.72340 1.13962 0.07111 -0.433 -1.265 -0.824
H 2.84035 -0.10741 -0.25627 1.936 -0.886 -0.093
H 1.74603 0.41174 -1.65784 0.458 -0.452 1.951
H -2.42762 -0.52755 1.78768 0.195 0.474 2.344